Formula: C4H14N2O2
Source: the Open Molecules 2025 dataset
Level of theory: ωB97M-V/def2-TZVPD

Structure (XYZ):
```
22
Properties=species:S:1:pos:R:3:forces:R:3
C -0.117599 -0.215156 0.707257 0.2 -1.0 0.6
H -1.542852 -1.979748 -0.368277 0.0 0.0 -0.2
H 1.312799 2.248731 -3.013048 0.4 0.0 0.3
C -0.538879 -2.222703 -0.749595 -0.7 0.5 0.8
H -0.618363 -2.247720 -1.833954 0.3 -0.2 -0.1
H 1.337770 1.432944 0.194293 0.3 -1.0 -0.4
H -0.327642 -3.197458 -0.308586 0.2 -0.2 -0.4
C 0.278189 1.174297 0.279768 -1.3 1.9 1.0
O 1.432096 2.471497 -2.079964 -0.4 0.1 -0.5
H 0.004948 1.877841 1.092917 -0.2 -0.4 -0.1
H -1.192107 -0.331506 0.915618 -0.1 0.4 -0.9
H -0.592005 2.961452 -2.376861 0.2 0.5 -0.4
H 0.177016 -2.001274 4.080529 0.0 -0.8 0.0
N 0.376990 -1.220155 -0.245556 0.0 0.8 0.6
N -0.510535 1.617582 -0.888233 1.1 0.0 0.1
C 0.123732 2.740634 -1.592379 -1.0 -1.3 0.8
H -0.596513 0.809455 -1.492504 -0.1 0.1 -0.4
O -0.369077 -2.737488 3.759138 -0.1 -0.1 0.0
H 0.174622 3.546988 -0.865404 0.2 0.2 -0.1
H 0.036035 -3.599954 3.960619 0.1 0.9 0.1
H 0.929359 -0.700548 -0.900446 0.1 -0.5 -0.7
H 0.222022 -0.427719 1.724674 0.7 0.1 0.0
```
Forces are in eV/Å.

Computed properties:
Calculated total energy, Ha: -420.7407
Energy relative to the best compared isomer or geometry (same formula, charge and spin), eV: 1.753
E_LUMO, eV: 0.832
SMILES string: CNCCNCO.O
HOMO, Ha: -0.307
2S+1: 1
Maximum force, eV/A: 2.488